Below is a cluster of 2 separate species, C4H5NO in total, with properties calculated with wB97M-V/def2-TZVPD.

Structure (ORCA input):
```
! wB97M-V def2-TZVPD RIJCOSX def2/J DEFGRID3
* xyz 0 1
O 1.99058 -0.25651 0.10091
C 0.79379 -0.16468 0.02221
N -0.11282 -1.19719 -0.12741
C -1.52724 -0.75735 -0.19504
C -1.33764 0.71776 -0.05395
C -0.15336 1.01185 0.04713
H 0.20222 -2.15710 -0.17824
H -2.11675 -1.19070 0.61863
H -1.98317 -1.03456 -1.15046
H 2.08222 2.85413 0.60580
H 2.16217 2.17435 0.31043
*
```

Computed properties:
Orbital gap (alpha / beta) (eV): 9.12 / 9.12
ΔE to the lowest compared entry with this formula, charge and spin (kcal/mol): 121.4
LUMO level (alpha / beta) (eV): -1.36 / -1.36

---

Below is a structure of composition C31H27Br2F5MoN11OPS in a non-equilibrium geometry, with properties calculated with wB97M-V/def2-TZVPD.

Structure (ORCA input):
```
! wB97M-V def2-TZVPD RIJCOSX def2/J DEFGRID3
* xyz 2 3
Mo 0.80279 0.03553 0.34882
C 2.61491 -5.27689 0.02312
N 2.65983 -3.79154 0.04215
C 3.81371 -3.03220 0.05855
C 3.41625 -1.74023 0.10369
N 2.03418 -1.70816 0.09999
C 1.60618 -2.96601 0.06705
P -0.14817 -3.48524 0.15239
C -0.69178 -2.36491 -1.16515
N -0.49029 -1.06298 -1.14908
C -0.88779 -0.57819 -2.38245
C -1.33452 -1.61638 -3.13731
N -1.19991 -2.74492 -2.35661
C -1.53344 -4.12489 -2.78012
C -0.60444 -2.44310 1.58300
N -0.23906 -1.18202 1.77542
C -0.58380 -0.83687 3.06390
C -1.16106 -1.90616 3.65518
N -1.16290 -2.91682 2.71093
C -1.66089 -4.29541 2.95352
H 3.63064 -5.65319 0.00450
H 2.09529 -5.63432 -0.85892
H 2.12104 -5.65720 0.91097
H 4.80419 -3.46963 0.04379
H 4.01849 -0.84670 0.14650
H -0.84838 0.47139 -2.63730
H -1.72223 -1.64986 -4.14971
H -2.23811 -4.08013 -3.60005
H -1.98559 -4.67053 -1.96126
H -0.64548 -4.65036 -3.11391
H -0.37190 0.14127 3.46767
H -1.56133 -2.03920 4.65386
H -2.41050 -4.26469 3.73487
H -0.85192 -4.94514 3.27172
H -2.10907 -4.69856 2.05605
C -5.30648 0.54208 1.73581
C -4.03178 1.19546 2.14508
N -3.83064 1.85562 3.23709
N -2.51137 2.21390 3.14622
C -1.89610 1.81267 2.04201
S -0.29843 2.13125 1.54349
N -2.86345 1.15316 1.40865
N -2.65174 0.54547 0.17518
H -6.08866 0.83890 2.43083
H -5.21401 -0.54742 1.75799
H -5.60513 0.84415 0.72722
H -2.10908 2.79600 3.85893
H -2.14022 1.21399 -0.40159
H -3.55415 0.35952 -0.23416
C -3.11079 4.00614 -1.90896
C -1.73887 3.91341 -2.53479
C -1.40605 4.82799 -3.55792
C -0.18725 4.77207 -4.13264
C 0.76617 3.83459 -3.67544
C 2.06619 3.75509 -4.21656
Br 2.59541 4.89754 -5.61050
C 2.95276 2.85402 -3.75369
C 2.58162 1.99141 -2.70938
Br 3.85869 0.74560 -2.10764
C 1.35312 2.02699 -2.12026
O 1.12398 1.16407 -1.03663
C 0.37745 2.95660 -2.62998
N -0.89879 2.98305 -2.11010
H -3.50935 5.01813 -2.00062
H -3.06358 3.75557 -0.85223
H -3.81806 3.33500 -2.40970
H -2.14126 5.56368 -3.88102
H 0.07600 5.44791 -4.93858
H 3.94806 2.79175 -4.17688
F 2.43296 -1.48040 2.95716
C 2.84494 -0.21703 2.77254
C 2.32547 0.59320 1.75862
C 2.92620 1.85316 1.69576
F 2.57238 2.73858 0.77000
C 3.89721 2.28673 2.56335
F 4.40303 3.49862 2.45944
C 4.34422 1.44426 3.55171
F 5.26655 1.84318 4.39267
C 3.82183 0.17759 3.65033
F 4.26601 -0.64903 4.58344
*
```

Computed properties:
Orbital gap (alpha / beta) (eV): 6.13 / 6.79
⟨S²⟩: 2.0196
LUMO level (alpha / beta) (eV): -6.40 / -6.08

---

Below is an isolated molecule of C20H27NO4, with properties calculated with wB97M-V/def2-TZVPD.

Structure (ORCA input):
```
! wB97M-V def2-TZVPD RIJCOSX def2/J DEFGRID3
* xyz 0 1
C 0.88473 0.24843 6.72404
C 1.10679 -1.20807 6.33237
C 1.19737 -1.42014 4.82068
C -0.11926 -1.16154 4.09154
C 0.00663 -1.45828 2.59900
C -1.31683 -1.35384 1.83903
C -1.99708 0.01552 1.89458
C -1.17635 1.14039 1.25615
N -0.92302 0.90825 -0.15743
C -1.92544 1.05446 -1.07853
C -3.19446 1.54934 -0.73766
C -4.17926 1.68726 -1.68885
C -3.95134 1.33741 -3.01729
C -2.71611 0.86210 -3.37992
C -1.69752 0.72001 -2.42933
C -0.40246 0.23328 -2.81859
C 0.60438 0.14596 -1.87430
C 0.38145 0.52461 -0.48885
O 1.24251 0.52506 0.37058
C 1.91796 -0.34844 -2.30020
O 2.15596 -0.66362 -3.46715
O 2.82610 -0.44457 -1.35237
C 4.11193 -0.92602 -1.73719
C 4.98334 -0.97192 -0.49715
H 4.54333 -1.63707 0.24028
H 5.97610 -1.32761 -0.75764
H 5.05738 0.02036 -0.06182
H 3.99962 -1.91922 -2.18840
H 4.52932 -0.25538 -2.49771
O -0.23852 -0.10526 -4.08522
H 0.70889 -0.40629 -4.19504
H -2.49609 0.59062 -4.40017
H -4.73535 1.44609 -3.75000
H -5.14345 2.07539 -1.39542
H -3.41519 1.84269 0.27443
H -1.67669 2.10312 1.38607
H -0.19658 1.19817 1.73331
H -2.96106 -0.06781 1.38732
H -2.19209 0.28930 2.93209
H -2.01621 -2.09039 2.24405
H -1.13726 -1.61592 0.79287
H 0.74457 -0.79134 2.15238
H 0.38004 -2.47826 2.47499
H -0.40731 -0.12005 4.23453
H -0.90161 -1.79176 4.52391
H 1.96795 -0.76471 4.40900
H 1.50714 -2.45114 4.63127
H 0.29518 -1.81946 6.73447
H 2.03724 -1.55549 6.78814
H 0.91937 0.35822 7.80586
H -0.08343 0.60330 6.38034
H 1.65724 0.87966 6.29025
*
```

Computed properties:
Orbital gap (eV): 8.49
ΔE to the lowest compared entry with this formula, charge and spin (kcal/mol): 2.2
LUMO level (eV): -0.03

---

Below is a cluster of 2 separate species, C5H13N in total in a non-equilibrium geometry, with properties calculated with wB97M-V/def2-TZVPD.

Structure (ORCA input):
```
! wB97M-V def2-TZVPD RIJCOSX def2/J DEFGRID3
* xyz 0 1
C -0.86711 0.09665 -1.65386
C -1.71980 -1.12839 -1.39021
C -2.25180 -1.21801 0.03878
H 0.11658 0.09767 -1.20769
H -0.66594 0.26875 -2.71387
H -1.28472 1.02912 -1.26858
H -2.55586 -1.04517 -2.08912
H -1.17240 -2.02714 -1.67553
H -2.23207 -2.22901 0.43110
H -3.28384 -0.88333 0.12715
H -1.62769 -0.62237 0.70755
C 3.02776 1.72632 1.11849
C 2.17873 1.02108 1.85091
N 1.25199 0.04671 1.34832
H 3.27985 1.54237 0.08424
H 3.53943 2.52669 1.64550
H 2.15724 1.05809 2.93556
H 1.65622 -0.71038 0.81904
H 0.45343 0.45037 0.89222
*
```

Computed properties:
Orbital gap (eV): 10.41
ΔE to the lowest compared entry with this formula, charge and spin (kcal/mol): 35.6
LUMO level (eV): 1.09

---

Below is an isolated molecule of C4H11NO in a non-equilibrium geometry, with properties calculated with wB97M-V/def2-TZVPD.

Structure (ORCA input):
```
! wB97M-V def2-TZVPD RIJCOSX def2/J DEFGRID3
* xyz 0 1
C -1.57854 0.26015 -0.17769
C -0.34871 -0.02121 0.60246
C 0.79460 0.19493 -0.27867
C 1.21657 -1.06236 -0.81931
O 0.72719 1.25069 -1.14235
N -0.33412 0.81708 1.83243
H -1.38114 0.14993 -1.21543
H -2.44326 -0.44058 0.13578
H -2.05320 1.24836 -0.33865
H -0.33496 -1.05555 0.96861
H 1.57905 0.31401 0.47810
H 2.06698 -0.93313 -1.52580
H 1.68296 -1.64101 -0.00006
H 0.41049 -1.69924 -1.26062
H 0.44646 0.82043 -1.96723
H 0.36244 1.44343 2.14375
H -0.81280 0.35407 2.56467
*
```

Computed properties:
Orbital gap (eV): 9.61
ΔE to the lowest compared entry with this formula, charge and spin (kcal/mol): 51.7
LUMO level (eV): 0.94